C30H83N7O9 | the ωB97M-V functional and the def2-TZVPD basis

Output
HOMO energy = -8.989 eV
LUMO level = 0.39 eV
SMILES = COC[C@H](C)N.COC[C@H](C)N.COC[C@H](C)N.COC[C@H](C)N.COC[C@H](C)N.COC[C@H](C)N.COC[C@H](C)N.OCCO
net charge = 0
gap between HOMO and LUMO = 9.4 eV

Last columns: bonded neighbours and bond lengths (Å).
Cartesian coordinates (Å):
1 C 16.55 -11.43 -31.43  O2 1.420, H7 1.091, H8 1.093, H9 1.092
2 O 16.40 -12.51 -32.34  C1 1.420, C3 1.384
3 C 15.13 -12.79 -32.82  O2 1.384, C4 1.559, H10 1.097, H11 1.092
4 C 14.03 -13.02 -31.75  C3 1.559, C5 1.537, N6 1.474, H12 1.091
5 C 14.35 -14.24 -30.87  C4 1.537, H13 1.097, H14 1.090, H15 1.090
6 N 12.72 -13.23 -32.39  C4 1.474, H16 1.014, H17 1.013
7 H 16.23 -11.52 -30.40  C1 1.091
8 H 16.17 -10.53 -31.92  C1 1.093
9 H 17.64 -11.31 -31.39  C1 1.092
10 H 14.84 -11.95 -33.47  C3 1.097
11 H 15.15 -13.66 -33.49  C3 1.092
12 H 14.04 -12.21 -31.01  C4 1.091
13 H 15.34 -13.97 -30.46  C5 1.097
14 H 14.50 -15.20 -31.36  C5 1.090
15 H 13.71 -14.32 -30.00  C5 1.090
16 H 12.15 -13.47 -31.58  N6 1.014
17 H 12.72 -14.06 -32.97  N6 1.013
18 C 18.44 -19.95 -28.42  O19 1.415, H24 1.091, H25 1.092, H26 1.092
19 O 19.46 -20.14 -29.39  C18 1.415, C20 1.439
20 C 20.03 -21.46 -29.32  O19 1.439, C21 1.559, H27 1.093, H28 1.093
21 C 20.87 -21.66 -30.61  C20 1.559, C22 1.510, N23 1.440, H29 1.096
22 C 20.02 -21.66 -31.86  C21 1.510, H30 1.096, H31 1.092, H32 1.088
23 N 21.69 -22.84 -30.58  C21 1.440, H33 1.008, H34 1.008
24 H 18.04 -18.97 -28.69  C18 1.091
25 H 18.77 -19.95 -27.38  C18 1.092
26 H 17.63 -20.68 -28.54  C18 1.092
27 H 20.68 -21.47 -28.43  C20 1.093
28 H 19.25 -22.22 -29.23  C20 1.093
29 H 21.54 -20.79 -30.59  C21 1.096
30 H 19.26 -22.45 -31.90  C22 1.096
31 H 20.60 -21.88 -32.76  C22 1.092
32 H 19.40 -20.79 -32.03  C22 1.088
33 H 22.60 -22.65 -30.19  N23 1.008
34 H 21.74 -23.28 -31.49  N23 1.008
35 C 18.61 -12.97 -34.99  O36 1.423, H41 1.099, H42 1.090, H43 1.089
36 O 19.11 -12.57 -36.27  C35 1.423, C37 1.426
37 C 18.50 -13.28 -37.35  O36 1.426, C38 1.524, H44 1.094, H45 1.094
38 C 19.07 -12.67 -38.62  C37 1.524, C39 1.552, N40 1.449, H46 1.095
39 C 18.51 -11.25 -38.90  C38 1.552, H47 1.090, H48 1.092, H49 1.091
40 N 18.82 -13.52 -39.77  C38 1.449, H50 1.014, H51 1.014
41 H 18.80 -14.03 -34.80  C35 1.099
42 H 17.53 -12.89 -34.84  C35 1.090
43 H 19.28 -12.53 -34.25  C35 1.089
44 H 18.76 -14.34 -37.26  C37 1.094
45 H 17.41 -13.20 -37.34  C37 1.094
46 H 20.14 -12.60 -38.42  C38 1.095
47 H 18.89 -10.81 -39.83  C39 1.090
48 H 18.83 -10.59 -38.09  C39 1.092
49 H 17.42 -11.17 -38.86  C39 1.091
50 H 19.26 -14.42 -39.71  N40 1.014
51 H 19.32 -13.10 -40.55  N40 1.014
52 C 23.49 -20.22 -34.37  O53 1.393, H58 1.090, H59 1.098, H60 1.092
53 O 22.12 -19.95 -34.36  C52 1.393, C54 1.392
54 C 21.73 -18.64 -34.63  O53 1.392, C55 1.533, H61 1.098, H62 1.097
55 C 20.28 -18.42 -34.21  C54 1.533, C56 1.528, N57 1.483, H63 1.094
56 C 19.57 -17.28 -34.95  C55 1.528, H64 1.092, H65 1.091, H66 1.093
57 N 20.02 -18.26 -32.76  C55 1.483, H67 1.014, H68 1.014
58 H 23.77 -21.19 -33.97  C52 1.090
59 H 23.99 -19.57 -33.63  C52 1.098
60 H 23.93 -20.04 -35.35  C52 1.092
61 H 22.41 -17.92 -34.14  C54 1.098
62 H 21.84 -18.38 -35.69  C54 1.097
63 H 19.81 -19.38 -34.44  C55 1.094
64 H 18.57 -17.05 -34.57  C56 1.092
65 H 19.39 -17.51 -36.00  C56 1.091
66 H 20.06 -16.31 -34.78  C56 1.093
67 H 20.41 -19.11 -32.38  N57 1.014
68 H 20.52 -17.45 -32.41  N57 1.014
69 C 16.79 -20.47 -32.44  O70 1.416, H75 1.090, H76 1.092, H77 1.093
70 O 16.37 -21.79 -32.16  C69 1.416, C71 1.420
71 C 16.01 -22.05 -30.82  O70 1.420, C72 1.528, H78 1.091, H79 1.096
72 C 14.73 -21.31 -30.42  C71 1.528, C73 1.546, N74 1.458, H80 1.091
73 C 14.46 -21.40 -28.90  C72 1.546, H81 1.087, H82 1.093, H83 1.093
74 N 13.57 -21.91 -31.09  C72 1.458, H84 1.017, H85 1.019
75 H 17.34 -20.35 -33.37  C69 1.090
76 H 17.36 -20.14 -31.57  C69 1.092
77 H 15.92 -19.82 -32.60  C69 1.093
78 H 15.92 -23.13 -30.69  C71 1.091
79 H 16.85 -21.78 -30.17  C71 1.096
80 H 14.76 -20.27 -30.74  C72 1.091
81 H 13.59 -20.83 -28.60  C73 1.087
82 H 15.37 -21.08 -28.39  C73 1.093
83 H 14.38 -22.44 -28.56  C73 1.093
84 H 13.82 -22.15 -32.04  N74 1.017
85 H 13.56 -22.84 -30.69  N74 1.019
86 C 22.05 -12.90 -32.99  O87 1.411, H92 1.092, H93 1.094, H94 1.095
87 O 22.97 -13.13 -34.04  C86 1.411, C88 1.422
88 C 23.41 -14.48 -34.11  O87 1.422, C89 1.547, H95 1.092, H96 1.091
89 C 24.29 -14.90 -32.92  C88 1.547, C90 1.525, N91 1.466, H97 1.091
90 C 25.50 -13.98 -32.79  C89 1.525, H98 1.091, H99 1.092, H100 1.091
91 N 24.67 -16.29 -33.18  C89 1.466, H101 1.014, H102 1.012
92 H 21.36 -13.73 -32.83  C86 1.092
93 H 21.42 -12.04 -33.25  C86 1.094
94 H 22.44 -12.51 -32.04  C86 1.095
95 H 22.57 -15.17 -34.22  C88 1.092
96 H 24.02 -14.49 -35.02  C88 1.091
97 H 23.69 -14.86 -32.00  C89 1.091
98 H 26.08 -13.95 -33.71  C90 1.091
99 H 26.16 -14.30 -31.99  C90 1.092
100 H 25.16 -12.97 -32.56  C90 1.091
101 H 25.39 -16.28 -33.89  N91 1.014
102 H 25.10 -16.72 -32.37  N91 1.012
103 C 22.38 -15.53 -29.16  O104 1.419, H109 1.090, H110 1.092, H111 1.092
104 O 21.01 -15.21 -29.38  C103 1.419, C105 1.449
105 C 20.44 -14.46 -28.29  O104 1.449, C106 1.514, H112 1.090, H113 1.094
106 C 20.86 -13.01 -28.36  C105 1.514, C107 1.539, N108 1.443, H114 1.093
107 C 20.23 -12.06 -27.32  C106 1.539, H115 1.092, H116 1.091, H117 1.090
108 N 20.50 -12.46 -29.64  C106 1.443, H118 1.012, H119 1.014
109 H 22.81 -16.09 -29.99  C103 1.090
110 H 22.45 -16.16 -28.27  C103 1.092
111 H 22.98 -14.63 -29.07  C103 1.092
112 H 19.36 -14.65 -28.36  C105 1.090
113 H 20.77 -14.91 -27.34  C105 1.094
114 H 21.94 -12.87 -28.32  C106 1.093
115 H 20.55 -12.33 -26.31  C107 1.092
116 H 19.14 -12.00 -27.36  C107 1.091
117 H 20.59 -11.04 -27.47  C107 1.090
118 H 19.60 -12.01 -29.62  N108 1.012
119 H 20.42 -13.23 -30.30  N108 1.014
120 O 19.83 -15.50 -31.74  C121 1.389, H124 0.975
121 C 18.48 -15.17 -31.71  O120 1.389, C122 1.544, H125 1.097, H126 1.092
122 C 17.58 -16.33 -31.24  C121 1.544, O123 1.401, H127 1.093, H128 1.099
123 O 17.37 -17.31 -32.21  C122 1.401, H129 0.976
124 H 20.26 -15.37 -30.87  O120 0.975
125 H 18.31 -14.27 -31.10  C121 1.097
126 H 18.08 -14.85 -32.68  C121 1.092
127 H 16.63 -15.97 -30.85  C122 1.093
128 H 17.96 -16.87 -30.36  C122 1.099
129 H 18.25 -17.57 -32.55  O123 0.976